Record 1
Here is a structure of composition C58H56N2NbO26P4 at a distorted geometry from the Open Molecules 2025 dataset. Energies are from ωB97M-V/def2-TZVPD.

Positions of all 147 atoms, in Å:
H -3.95074 7.70584 -1.67687
P -1.32906 9.00778 -0.30591
H 3.54383 6.93856 3.11273
H 3.23285 -7.64581 -0.77420
H -3.18738 10.14922 0.43045
O -4.87889 7.62151 0.68346
H 7.51759 2.44734 -1.75051
C -1.71699 1.31826 4.76201
C 2.40218 6.95174 1.23258
O 5.95148 -4.01196 -1.56237
H -1.34026 2.33376 4.76929
C 6.16118 -5.18897 -1.35159
O 2.82320 14.74122 3.43567
H 1.43214 12.57803 -0.21036
C 0.00157 -8.32551 -1.78709
H 1.87301 8.44253 2.63760
H 0.11051 6.05728 -0.81164
P -2.71664 8.63305 3.05026
H -10.37736 2.06678 -1.18782
C -5.13410 -12.68350 2.70872
H -1.55756 3.53559 2.04569
H -0.33330 1.93108 0.01768
H 6.41428 -4.94701 0.81051
O 2.25081 10.27450 0.65083
O 3.68895 -7.48368 -3.32136
C 7.55342 2.01553 -2.74316
H -4.72533 -13.15366 -0.68814
C -2.86927 -1.29889 4.61092
H -2.67421 -13.05404 -1.86098
H 2.54669 5.45892 2.84410
H -0.63733 -8.41322 -3.87669
C 0.22173 -8.24137 -3.24834
C -4.06841 -12.93835 -3.54131
H 6.84551 -7.35983 1.24489
H -4.22783 -9.51577 1.67164
H -2.03889 5.67454 2.47501
H 6.39784 -8.20632 -3.00901
O -0.58998 3.59502 2.05888
H -0.00811 8.61736 -1.99691
C 7.84722 2.73601 -3.82458
C -5.08842 -13.35163 1.38871
O -5.43442 -13.29463 3.71323
H -0.21277 0.49134 6.00235
C 7.88837 2.11941 -5.16933
C -4.42697 -11.23774 0.33508
O -3.50192 1.96060 3.37784
C -7.95136 2.21948 1.32270
C 2.69124 13.71594 2.79804
O -9.86708 0.87878 1.05845
O 2.16336 -2.45046 -0.42609
C -2.33867 -10.87140 -4.51137
C -3.54605 -11.27711 -5.26538
C 7.25513 0.56986 -2.84342
C 7.29481 -0.04779 -4.18753
O 1.44335 3.78025 0.53705
C 1.42609 -7.96796 -3.74846
O -4.80255 -13.81412 -3.12788
H 8.06735 3.79446 -3.77187
O -6.80378 4.72070 -0.90583
O -3.58434 6.84258 -1.46338
O -0.92989 8.39581 -1.85772
H -1.17465 -11.25798 -2.70005
H -7.72969 1.72837 2.26144
O -1.09398 -8.57904 -1.32891
C 6.65208 -6.97637 0.25099
C 3.17123 12.41804 3.32172
C -3.47585 -0.31448 3.95117
O -1.60427 -9.99575 -4.92395
C -2.86309 -12.53176 -2.78925
C 2.24839 -0.14198 0.02986
H -4.85842 4.88676 -0.50898
C -4.47370 -10.57001 1.65525
H -4.44337 7.94466 4.16618
O -1.08634 -1.94972 5.99729
O -0.65759 2.70501 -0.44955
H 7.62259 0.24032 -6.26019
H 2.57110 1.91636 0.43985
O -4.12600 -10.62206 -0.66741
H -8.94087 3.87692 -2.11425
P -3.81377 6.62484 0.20898
H 6.16030 -0.53919 0.06106
H 3.64026 12.43489 4.29712
C -8.71949 3.38493 -1.17556
O 5.17322 1.81383 0.49381
C 2.38270 11.29829 1.28889
H 1.16661 -0.09617 0.00910
C 1.16657 -8.09236 -0.90324
H 4.75507 -2.54190 -0.37220
H 5.96879 -5.79566 -3.44297
C -1.11211 0.33088 5.42196
C -9.16258 1.76074 0.60788
H 1.69951 14.67743 1.10068
Nb -1.55191 7.02816 1.35322
H 0.98517 -8.15714 0.16213
N -3.44759 7.73752 4.19988
H 1.60803 -7.90327 -4.81362
H 4.09699 5.72797 1.96188
H 7.07327 -1.10649 -4.23927
H 3.37331 10.33570 2.98571
H -5.33510 -14.40564 1.37233
C 1.90185 12.59571 0.76495
O -4.39756 5.05298 0.33259
C -2.05954 -11.57071 -3.23873
C 2.59016 -7.73537 -2.86611
C -7.50762 3.84215 -0.45910
C 3.00118 0.93391 0.26040
C 3.02839 11.29447 2.62004
C -1.64021 -1.05081 5.39662
H -5.23654 -12.55025 -5.35099
H -4.83985 -10.77153 3.73180
O 6.98572 -0.08458 -1.85808
C 2.36931 -7.81878 -1.40461
H -2.69228 10.74372 -0.98543
H -1.46422 5.29932 -0.88953
C 5.08599 -0.49094 0.03961
O 0.17880 7.36351 2.34976
C -9.48773 2.41675 -0.67959
O 8.15838 2.77402 -6.15547
P -0.06985 3.96158 0.52089
H -3.73483 -10.75311 -6.19365
H -1.72177 9.41108 3.75303
C 6.39314 -7.46850 -2.21823
C -4.80127 -11.24216 2.75774
C -2.94714 1.06839 3.97788
C 6.16420 -6.17794 -2.45021
C 6.65466 -7.96589 -0.85052
C 6.42173 -5.68568 0.01864
H -6.29022 3.54003 1.33517
C 4.32999 -1.56337 -0.19117
C 2.85384 -1.46975 -0.21389
N -2.85850 9.86659 -0.48979
C -4.76086 -12.68057 0.28551
H -4.37515 -0.47566 3.37023
C -4.34947 -12.23851 -4.81457
C 7.58870 0.67281 -5.26837
C 1.32051 7.94997 1.79260
C 2.04492 13.71893 1.46658
O 6.86247 -9.14354 -0.63579
C 4.48013 0.83832 0.28317
C -7.18140 3.18792 0.82772
H -3.72093 9.45353 2.45787
H 3.14382 7.62481 0.74070
H 2.01965 6.29715 0.43779
C 3.18022 6.21294 2.35244
H 1.22246 8.74838 1.02627
H -3.24127 -2.31558 4.60393
C -0.64260 5.54958 -0.17836

**Total charge**: -1
**Multiplicity**: 1
**Orbital gap**: 3.56 eV

These are the Mulliken partial charges, in e, on atoms 1 to 4: 0.304 0.441 0.373 0.405

---

Record 2
Here is a structure of composition C58H56N8RuS3 from the Open Molecules 2025 dataset. Energies are from ωB97M-V/def2-TZVPD.

Positions of all 126 atoms, in Å:
C 4.45022 0.10023 4.58772
H 3.59924 -5.08786 2.65817
C -4.10158 -2.27786 -0.66141
H 2.38913 0.16023 -2.13033
H -2.61914 2.51266 -4.14809
H -4.85891 -1.93355 2.72818
S 0.54550 -1.39841 1.43279
H -4.66418 -2.98333 -1.28014
H -2.74815 1.47081 1.60797
H 5.07456 -0.65160 5.05128
Ru -1.58076 -0.62396 -1.12581
C -1.30924 5.85564 0.16079
H -1.17353 -7.37394 -2.61447
C -0.90754 -3.12638 -2.32607
H 1.26160 -1.82106 4.28692
C -5.72396 2.89026 -1.45696
C 6.45907 0.46934 -1.30162
H -5.94880 4.58646 -2.73127
C 4.58785 -0.72239 -0.36932
H -0.79442 0.99425 1.80565
C 2.65218 1.15091 -2.47678
H 1.90116 4.41023 -1.86678
C -0.49403 -5.46346 -3.23937
C 4.13095 0.47665 0.14916
H -3.50794 -4.60490 -0.54436
H -0.84935 1.24084 -3.98291
C 3.17966 0.88374 2.72444
C -3.74870 1.30400 -1.11826
C 5.98264 1.66330 -0.77063
S 2.62007 0.56707 1.07006
H -2.80554 -6.69885 -1.08061
C 2.04117 2.26390 -1.91415
C 3.97735 -0.09518 3.30289
C 0.51181 4.39804 0.75615
C 5.76814 -0.71679 -1.10158
H 4.22622 -0.99421 2.75496
H -1.88535 6.75351 0.34190
H 4.01331 -1.62753 -0.22674
C -2.24157 -5.90369 -1.55718
C 0.70889 -0.89636 4.18463
H -0.53760 1.64535 6.04087
H 3.14534 -2.80097 1.81534
C 2.85242 2.04833 3.39312
C -0.45554 0.70689 2.79226
C -0.03923 -3.81276 2.41377
C -1.28539 -6.30935 -2.45486
H 3.59538 4.70932 -3.63978
C 1.52839 -5.54164 2.98332
C -5.06045 1.85353 -0.87480
C -5.31790 3.73619 -2.50671
N -2.73784 -2.21682 -1.16855
C 2.58161 -4.72505 2.59943
H -2.30007 0.65791 -4.79519
H 1.35877 4.15588 1.37878
C 3.94159 2.60669 -3.88442
C 3.60468 1.32502 -3.46594
C 0.41495 -0.12573 5.30011
H 7.37552 0.46652 -1.87688
H -1.30775 2.38833 3.80906
C 0.21892 -5.08668 2.89049
C -4.56316 -1.50607 1.76705
C 1.02456 -2.99826 2.04542
H -1.05355 -3.44940 2.30897
H 1.72689 -6.54096 3.34725
H 4.08541 0.46229 -3.90842
C 2.37744 3.54820 -2.31472
H -6.70005 3.10174 -1.03266
H -5.60005 1.36428 -0.07324
H 4.41453 2.59696 0.36725
C -4.24087 -2.66173 0.82430
C -2.12751 -3.36158 -1.52210
H 4.68039 2.74295 -4.66336
C 0.26857 -0.46507 2.93914
H 0.32630 -3.71114 -3.95279
H -4.07156 4.25201 -4.09198
C 4.81077 1.67361 -0.03672
C -1.66497 5.00434 -0.87893
C -3.13590 1.36300 -2.46817
C 4.12581 1.26374 5.27706
H 6.14255 -1.64166 -1.51930
C 3.33084 2.23163 4.68325
C -4.23122 3.52038 -3.30537
H 0.74361 -0.45209 6.27807
N -0.13079 0.92444 -0.82110
H -1.54722 -1.66635 -4.58746
H -2.52417 5.22408 -1.49897
C -1.58299 0.41706 -4.00461
N -2.27980 0.36543 -2.72556
H -5.44447 -0.96952 1.39670
C 2.33452 -3.44175 2.12891
C 3.33347 3.71277 -3.31025
H 6.52132 2.58650 -0.93536
C -0.93610 3.84991 -1.10496
S 0.84942 1.94887 -0.61381
C -0.22544 5.55540 0.97333
C -3.40856 -0.52454 2.00269
H 0.11922 -5.95997 -3.98434
H -5.02698 -3.41567 0.92131
H -4.43311 1.20662 1.29875
C -0.35994 -4.10060 -3.21441
H 0.04736 6.22020 1.78239
H 2.22119 2.78372 2.91992
C -3.31450 2.45567 -3.32274
N 2.04256 -0.85380 0.91013
N 1.84416 1.84998 0.71378
H -3.42201 -0.20364 3.04858
H 3.07625 3.13346 5.22368
C 0.20826 -1.28762 -3.40691
H -2.45653 -1.03160 1.84027
H 0.95751 -1.94203 -3.85590
H -4.55021 -1.29927 -0.82710
C -3.44953 0.75138 1.17682
C -0.73761 1.47318 3.91307
H -0.36768 -0.62974 -5.38442
N -0.49753 -1.88363 -2.29308
H 0.71912 -0.40255 -3.03904
N -0.56398 -1.48740 0.52126
C -0.84227 -0.84657 -4.42393
H -3.31113 -3.13747 1.15080
C -0.30512 1.05471 5.16400
H -1.23338 3.15537 -1.87984
H -0.60170 -5.72862 3.18108
C 0.14772 3.55686 -0.28434
N -3.08116 0.62254 -0.23134
C -2.64889 -4.61868 -1.19797
H 4.49805 1.41394 6.28174

**Total charge**: +1
**Multiplicity**: 2
**Orbital gap (alpha / beta)**: 6.01 / 5.95 eV
**Relative energy (zero: lowest compared OMol25 entry of this formula, charge and spin)**: 4.6 kJ/mol
**<S²>**: 0.78

These are the Mulliken partial charges, in e, on atoms 1 to 4: -0.829 0.481 -2.041 0.823

---

Record 3
Here is a structure of composition C58H58CrN3O4 at a distorted geometry from the Open Molecules 2025 dataset. Energies are from ωB97M-V/def2-TZVPD.

Positions of all 124 atoms, in Å:
H 5.81331 2.28113 2.52102
H -2.44868 1.62129 -1.14338
H -1.66429 -4.65084 5.03514
C 2.19591 -3.01087 -0.86660
H -3.95836 -5.44014 8.61653
C -4.18814 -1.73816 3.59308
H 1.22606 0.62278 -1.68518
C -0.94452 2.99759 2.79057
C -0.88301 -1.54358 3.15780
H -4.23190 -2.26221 1.50189
C 2.24899 -2.08988 2.64716
C -2.83003 -6.13523 -1.35889
H 2.02872 5.71238 -0.68004
C 0.17879 -3.87981 0.37403
H 3.88225 4.59499 3.38968
H -1.83369 4.95045 3.00089
H -1.61517 3.04737 -1.80768
C -1.68402 2.38111 -0.93807
C 0.27044 1.10933 -1.91811
H 4.44874 -5.25078 2.99378
C -5.77869 -0.02339 4.27991
C -3.12398 -7.83792 0.34394
H 5.10346 0.21904 5.46263
H 3.65230 4.91334 1.03064
H 5.37576 3.66226 1.48622
C -2.52454 -4.45195 5.67691
H 2.78943 -5.08090 1.13469
C -5.58866 -5.20048 1.11543
C -2.76600 -5.15531 -0.35763
Cr -4.53181 -6.25453 -0.03981
C 1.46564 2.32300 1.11082
O -6.97968 -8.09692 0.10111
C 2.91921 -4.25863 1.84221
C -6.31930 -0.00849 2.98722
H -5.76725 3.33693 1.38614
H -4.55833 1.69393 2.18510
C 0.07944 -0.63934 2.69561
C -4.79250 -3.98565 7.25505
C -5.98215 -7.49756 0.06253
C 5.07740 2.65435 1.79986
H -5.97393 3.32455 3.17718
H 1.58078 -2.81701 -1.75293
H 0.52420 -4.91685 0.47991
C 0.64711 2.67562 0.01007
H -2.01859 2.96553 -0.07430
H -0.57377 -2.56966 3.31404
H 2.75643 -1.73950 6.33520
C -1.98826 3.88905 2.81145
C -3.31062 -2.85608 3.93245
C -2.72369 -5.51858 1.00596
C 3.85458 -4.34591 2.86890
C -4.66638 -1.62144 2.27028
H 4.33174 3.21185 4.42092
O -6.33936 -4.55904 1.73661
O -6.39837 -5.00456 -2.11909
C 0.83848 3.91749 -0.59561
H -0.51309 -3.67912 1.19538
H 1.51997 -0.96584 5.31947
C 3.52544 -0.89976 4.50149
H 5.24066 -1.53712 5.68991
C 1.89131 4.74060 -0.20706
H -1.80112 -1.10547 3.52626
H -1.95828 -5.88371 7.17883
H -6.14047 -0.77769 0.96527
H 5.66645 -0.79598 4.12257
C 4.06881 -3.25316 3.71114
H 0.06763 3.34811 2.99499
C -0.05185 0.71181 2.37304
H -0.37951 -3.79484 -0.56348
C -3.03879 -6.85415 1.33748
C -3.54288 2.05574 2.35088
C -3.46783 -3.49045 5.25437
C 2.55402 -0.88811 5.67229
H 2.65925 0.03942 6.24592
C 4.97316 -0.75286 4.97070
H -6.23279 4.84338 2.24784
O -4.28822 4.37613 2.47764
H 4.85972 -3.28994 4.46276
C 3.62671 3.56107 3.65754
C 1.33997 -2.91101 0.39975
H -5.46242 -2.71316 5.66887
N 1.17308 1.16466 1.90326
C -5.65240 3.92268 2.31071
C -3.82577 -4.90385 7.67631
H -3.09903 -8.24101 -1.79022
C -4.67433 -0.82139 4.56264
C 2.78981 4.30063 0.75905
C -2.59217 -4.48999 2.01772
H -5.67780 -3.78346 7.85854
H 3.31483 -0.02438 3.87410
C -2.70077 -5.14588 6.87399
H 0.92429 -1.89990 0.43982
H -0.39988 0.36012 -2.35552
H 3.45612 1.63604 2.72100
H 3.00041 -2.26682 -0.84181
C 3.28614 -2.10735 3.59885
H -2.77200 -5.83118 -2.40580
C -0.34249 1.70993 -0.65130
H -0.52745 0.88991 0.05028
H -3.19074 -7.10442 2.39083
H 5.09366 1.99772 0.92301
C -3.01309 -7.47827 -1.00881
H -6.23544 0.57363 5.07394
H -7.18759 0.61463 2.76731
C 2.16353 -3.09650 1.67461
H 0.45845 1.89486 -2.66280
H 2.61994 3.55812 4.09255
C -1.15784 1.61632 2.50238
H 0.17115 4.22442 -1.40373
H -2.66226 0.10744 2.15665
C 2.61694 3.07433 1.40376
C -3.30915 3.43267 2.55856
H -3.30461 -8.87623 0.62868
C -2.87156 -3.70193 2.91715
C -4.63984 -3.32865 6.03615
N 2.11316 0.20419 2.03792
C -5.60287 -5.45497 -1.39853
H 2.64841 -4.00515 -0.96682
N 1.45957 -0.88976 2.49568
C -2.48578 1.16604 2.33233
H -4.21952 -0.79637 5.55747
C -5.74345 -0.78924 1.98069
H -2.69492 -4.09457 -0.61221
C 3.68063 2.66443 2.42472

**Total charge**: +2
**Multiplicity**: 4
**Orbital gap (alpha / beta)**: 6.69 / 5.26 eV
**Relative energy (zero: lowest compared OMol25 entry of this formula, charge and spin)**: 0.0 kJ/mol
**<S²>**: 3.86

These are the Mulliken partial charges, in e, on atoms 1 to 4: 0.437 0.361 0.451 -1.682